{
  "formula": "C3H6N2",
  "method": "ωB97M-V/def2-TZVPD",
  "symbols": ["N", "N", "C", "C", "C", "H", "H", "H", "H", "H", "H"],
  "xyz": [[0.2465, 0.3808, 1.5529], [-0.9297, 0.0525, 0.9460], [0.6153, 0.0617, -0.7827], [1.1684, 0.3677, 0.6255], [-0.9475, -0.3352, -0.4424], [2.2226, 0.4266, 0.9257], [1.2972, -0.6039, -1.3339], [-1.6782, -0.1473, 1.5509], [-1.0273, -1.4701, -0.4679], [-1.6388, 0.2102, -1.1060], [0.6713, 1.0570, -1.4681]],
  "nbo_charge": [-0.188, -0.476, -0.472, -0.045, -0.236, 0.204, 0.227, 0.378, 0.186, 0.211, 0.210],
  "smiles": "C1=NNCC1",
  "orbital_gap_ev": 9.05,
  "energy_ha": -227.349354,
  "e_above_lowest_ev": 2.0539
}